[1]
Here is 6 unconnected molecules or ions with the total composition C36H108N18O6P6 at a distorted geometry from OMol25. Energies are from wB97M-V/def2-TZVPD.

For the frontier orbital gap, the calculation gives 8.379 eV. Its SMILES is CN(C)P(=O)(N(C)C)N(C)C.CN(C)P(=O)(N(C)C)N(C)C.CN(C)P(=O)(N(C)C)N(C)C.CN(C)P(=O)(N(C)C)N(C)C.CN(C)P(=O)(N(C)C)N(C)C.CN(C)P(=O)(N(C)C)N(C)C. The relative energy (zero: lowest compared OMol25 entry of this formula, charge and spin) is 0.000 eV. Its energy is -133931.56573 eV.

```
174
C36H108N18O6P6 | OMol25 | wB97M-V/def2-TZVPD
C -1.89598 0.20813 -1.15626
N -0.74443 -0.38005 -0.48241
C -0.93335 -1.54697 0.39215
P 0.41404 0.77514 -0.18021
O 0.00105 1.74284 0.85523
N 1.75020 -0.09564 0.31099
C 2.29556 0.18376 1.64211
C 2.16863 -1.35389 -0.27592
N 0.80112 1.40895 -1.65315
C 0.74875 2.86097 -1.82004
C 0.98083 0.61667 -2.84546
H -1.67860 0.28778 -2.22707
H -2.05299 1.25775 -0.85579
H -2.86942 -0.22314 -0.92886
H -1.99417 -1.62654 0.61356
H -0.36018 -1.35935 1.30015
H -0.48116 -2.41321 -0.08811
H 1.58358 0.00340 2.44650
H 3.18889 -0.42610 1.78345
H 2.67309 1.20790 1.67440
H 3.25260 -1.40512 -0.18468
H 1.68953 -2.25068 0.13246
H 1.93205 -1.35179 -1.34204
H -0.00405 3.28022 -1.14812
H 1.65337 3.33508 -1.40546
H 0.65255 3.15879 -2.85846
H 0.57034 1.12825 -3.71864
H 0.48780 -0.35325 -2.74256
H 2.03840 0.40242 -3.05027
C 7.56603 -3.67752 -1.97042
N 6.93446 -2.41329 -1.61193
C 5.82592 -2.49434 -0.68575
P 7.07975 -1.02564 -2.49180
O 6.88947 0.18567 -1.68386
N 8.53660 -1.21144 -3.27268
C 9.70354 -1.62333 -2.49710
C 8.83306 -0.29535 -4.35268
N 5.96141 -1.17086 -3.72333
C 5.04632 -0.06891 -3.99328
C 6.06326 -2.16228 -4.77198
H 8.35567 -3.93349 -1.25495
H 7.86671 -3.70395 -3.01122
H 6.84236 -4.48628 -1.80300
H 5.66225 -1.55069 -0.17253
H 5.96976 -3.33087 -0.00022
H 4.90743 -2.76355 -1.23634
H 10.21613 -2.43391 -3.02087
H 10.39070 -0.79720 -2.29770
H 9.38196 -1.99233 -1.52634
H 9.21085 -0.78491 -5.25789
H 7.91546 0.17197 -4.72247
H 9.50475 0.50555 -4.03777
H 4.09282 -0.44996 -4.36709
H 4.82861 0.50493 -3.09615
H 5.48792 0.59716 -4.74607
H 5.89315 -1.69243 -5.74273
H 5.35835 -2.98946 -4.61622
H 7.03798 -2.65136 -4.78244
C -6.76085 2.89427 -4.17168
N -5.46089 2.32335 -3.90266
C -4.85718 2.60383 -2.61934
P -4.59872 1.61613 -5.13538
O -5.46015 1.23497 -6.26537
N -3.39826 2.70060 -5.46737
C -3.71394 3.79094 -6.38661
C -2.30397 2.99365 -4.55219
N -3.76145 0.36504 -4.45259
C -2.55621 -0.12016 -5.13413
C -4.46812 -0.63138 -3.65211
H -6.68737 3.90811 -4.59369
H -7.40199 2.86981 -3.29096
H -7.25250 2.35019 -4.98067
H -5.65836 2.45506 -1.87354
H -4.45467 3.61535 -2.54238
H -4.22400 1.80968 -2.21847
H -4.16198 3.37392 -7.28615
H -4.36554 4.51989 -5.88956
H -2.80738 4.31709 -6.68699
H -1.33936 2.72563 -5.00775
H -2.33183 4.01827 -4.18290
H -2.31303 2.31724 -3.69341
H -2.11375 -0.93388 -4.56461
H -2.74485 -0.43167 -6.16530
H -1.85110 0.70703 -5.16695
H -4.82959 -0.19072 -2.72549
H -3.77418 -1.44989 -3.46671
H -5.28268 -1.10144 -4.21655
C -2.77990 1.10069 3.75403
N -2.20683 -0.07502 4.43478
C -0.86329 -0.46909 4.06625
P -3.15099 -1.09563 5.30162
O -4.51976 -0.58471 5.45882
N -3.09868 -2.54922 4.51146
C -2.04706 -3.54199 4.64993
C -3.93982 -2.71321 3.32977
N -2.30307 -1.37359 6.68769
C -1.70066 -0.28840 7.43348
C -2.64312 -2.54983 7.47730
H -3.79270 0.86887 3.43576
H -2.12378 1.43825 2.95344
H -2.81634 1.93482 4.46445
H -0.86341 -1.32595 3.39152
H -0.21357 -0.62609 4.93874
H -0.31151 0.36262 3.62053
H -1.28834 -3.25019 5.36781
H -2.49527 -4.49647 4.95323
H -1.54582 -3.67388 3.68461
H -4.97714 -2.47472 3.57125
H -3.66222 -1.97714 2.56308
H -3.84677 -3.74236 2.99611
H -0.68499 -0.53762 7.75459
H -1.70042 0.59829 6.80173
H -2.27808 -0.08127 8.34101
H -1.82626 -3.27478 7.53046
H -3.54524 -3.03704 7.10740
H -2.89498 -2.23022 8.49367
C 1.44852 -4.00255 5.27414
N 1.39549 -5.15321 4.37807
C 1.53419 -6.43184 5.04272
P 1.38907 -4.95500 2.73989
O 1.21859 -3.54891 2.31561
N 2.85006 -5.59496 2.27010
C 4.08364 -5.20018 2.93460
C 3.01632 -5.97822 0.88242
N 0.26203 -5.92236 2.00955
C -0.75211 -5.22806 1.23581
C -0.13671 -7.24995 2.46946
H 0.68235 -4.12280 6.04579
H 1.28254 -3.08053 4.72469
H 2.42883 -3.98826 5.76406
H 0.61891 -6.71084 5.57838
H 2.27821 -6.33051 5.84412
H 1.85255 -7.20453 4.35231
H 4.82416 -5.98555 2.78286
H 4.47532 -4.26292 2.52017
H 3.89600 -5.04579 3.99605
H 3.86928 -6.64832 0.76854
H 2.18261 -6.63062 0.60213
H 2.97992 -5.13453 0.18626
H -1.65086 -4.97845 1.81441
H -0.33535 -4.38173 0.70595
H -1.15940 -5.87953 0.44920
H -0.58494 -7.18056 3.47077
H 0.74707 -7.86930 2.61833
H -0.88126 -7.65470 1.79309
C -3.48424 8.65855 -0.45669
N -3.42861 7.33559 -1.02322
C -4.64343 6.90969 -1.71948
P -2.34077 6.10426 -0.68843
O -1.98026 5.46007 -1.96570
N -1.05636 6.71213 0.16747
C 0.28412 6.53540 -0.38211
C -1.12614 7.68170 1.25384
N -3.10492 5.14027 0.44021
C -3.93301 5.67540 1.50261
C -2.94910 3.70303 0.38002
H -2.60724 9.27504 -0.67064
H -3.68460 8.73499 0.61832
H -4.29221 9.20601 -0.94787
H -5.51521 7.43932 -1.33417
H -4.81968 5.84291 -1.56962
H -4.55095 7.09969 -2.79145
H 0.84351 7.47152 -0.32198
H 0.81071 5.74300 0.16040
H 0.22939 6.20926 -1.41994
H -0.31320 7.53522 1.96143
H -1.02414 8.69666 0.84484
H -2.11887 7.67002 1.69006
H -4.23963 6.69627 1.30071
H -4.85281 5.08035 1.56708
H -3.43077 5.54167 2.46743
H -3.67279 3.13530 0.97203
H -1.98065 3.41465 0.81246
H -3.00997 3.32650 -0.64076
```

***

[2]
Here is 6 unconnected molecules or ions with the total composition C36H108N18O6P6 at a distorted geometry from OMol25. Energies are from wB97M-V/def2-TZVPD.

For the frontier orbital gap, the calculation gives 8.430 eV. Its SMILES is CN(C)P(=O)(N(C)C)N(C)C.CN(C)P(=O)(N(C)C)N(C)C.CN(C)P(=O)(N(C)C)N(C)C.CN(C)P(=O)(N(C)C)N(C)C.CN(C)P(=O)(N(C)C)N(C)C.CN(C)P(=O)(N(C)C)N(C)C. The relative energy (zero: lowest compared OMol25 entry of this formula, charge and spin) is 0.621 eV. Its energy is -133930.94441 eV.

```
174
C36H108N18O6P6 | OMol25 | wB97M-V/def2-TZVPD
C -2.05124 -1.45055 6.85355
N -3.04029 -0.66304 6.16296
C -3.66873 -1.33291 5.02353
P -3.89156 0.61080 6.83876
O -4.53295 1.46507 5.82532
N -4.89380 0.00873 8.00603
C -6.28791 0.41612 8.08754
C -4.52162 -1.13579 8.81785
N -2.67311 1.36602 7.72538
C -3.19015 2.19267 8.81862
C -1.72143 2.09615 6.85639
H -2.47288 -2.34667 7.31944
H -1.57141 -0.84121 7.61950
H -1.22285 -1.75191 6.20130
H -4.53974 -0.80494 4.64057
H -4.06563 -2.30614 5.34182
H -2.89740 -1.40820 4.25588
H -6.39644 1.49342 7.95157
H -6.92757 -0.07503 7.34847
H -6.68526 0.21273 9.08218
H -3.54021 -0.97615 9.27170
H -5.23417 -1.45051 9.57608
H -4.41726 -2.03567 8.19506
H -2.37495 2.70706 9.33344
H -3.80304 3.01379 8.41904
H -3.71669 1.57670 9.53869
H -1.15571 2.77575 7.48741
H -2.26888 2.69415 6.12007
H -1.12838 1.35173 6.33095
C -5.27917 8.26350 -4.47403
N -4.74873 7.25534 -3.56134
C -5.03593 7.46172 -2.14464
P -4.51821 5.71190 -4.12580
O -5.54876 5.23765 -5.06543
N -2.98503 5.79142 -4.76452
C -2.13994 6.96433 -4.67965
C -2.43985 4.67332 -5.49888
N -4.36772 4.66720 -2.85656
C -3.14514 4.56340 -2.05800
C -5.32913 3.59922 -2.64425
H -5.69101 7.75162 -5.35013
H -4.46776 8.86942 -4.88820
H -6.08198 8.84913 -4.03548
H -4.85039 8.50545 -1.88473
H -4.33583 6.91092 -1.51717
H -6.05360 7.16218 -1.87967
H -1.95027 7.28728 -3.65171
H -1.13816 6.71062 -5.03377
H -2.49962 7.79748 -5.28564
H -1.89419 4.98583 -6.39955
H -1.73821 4.08397 -4.89857
H -3.22431 4.08121 -5.97645
H -2.44228 5.35695 -2.27465
H -3.51954 4.49813 -1.03021
H -2.70653 3.56980 -2.22382
H -6.26785 3.88281 -3.11141
H -5.56293 3.48171 -1.58034
H -4.91235 2.67396 -3.04963
C 7.85506 0.93719 -1.33530
N 6.51656 1.32751 -1.77218
C 6.54068 1.52626 -3.22762
P 5.82177 2.57322 -0.85501
O 6.85248 3.40714 -0.21030
N 4.83297 3.39987 -1.87850
C 5.29414 4.55806 -2.61314
C 3.51468 2.81657 -2.20881
N 4.75619 1.82413 0.16307
C 4.55097 2.46083 1.45898
C 4.48191 0.39044 0.12584
H 8.53009 1.79736 -1.25434
H 8.32270 0.28337 -2.07272
H 7.82533 0.43172 -0.36997
H 7.26770 2.29567 -3.51779
H 5.56034 1.78280 -3.61622
H 6.81918 0.59366 -3.72316
H 5.23375 4.40162 -3.69558
H 4.70568 5.43864 -2.33889
H 6.33072 4.74459 -2.33531
H 3.02111 2.56284 -1.27726
H 2.95486 3.55959 -2.77464
H 3.69972 1.93219 -2.82299
H 3.80485 1.88219 2.00385
H 5.44105 2.43186 2.09947
H 4.22133 3.49450 1.37631
H 5.31224 -0.17852 -0.29407
H 3.60137 0.21191 -0.49458
H 4.35205 -0.01845 1.12569
C 1.64198 -5.11300 2.39652
N 2.17177 -6.24712 3.15722
C 2.85037 -5.90601 4.38505
P 1.99803 -7.82829 2.73969
O 2.79300 -8.77203 3.53182
N 0.36399 -8.17843 2.89139
C -0.68608 -7.23016 2.55754
C 0.03540 -9.57230 2.68097
N 2.39497 -8.00176 1.12700
C 3.09191 -9.24213 0.74217
C 1.74608 -7.30835 0.03379
H 1.24237 -4.45006 3.16989
H 0.97801 -5.44462 1.61078
H 2.47958 -4.56353 1.94753
H 2.14177 -5.49613 5.12316
H 3.56003 -5.07603 4.28327
H 3.35222 -6.78899 4.76818
H -0.92642 -7.26486 1.48546
H -1.60680 -7.62124 3.00431
H -0.47316 -6.24954 2.96388
H -1.05532 -9.64716 2.62890
H 0.31235 -9.89339 1.66022
H 0.42023 -10.29376 3.39358
H 3.84851 -8.97075 0.00181
H 3.63482 -9.60463 1.60845
H 2.35768 -9.94497 0.34483
H 2.06765 -7.74507 -0.91033
H 1.94202 -6.23715 0.02621
H 0.65764 -7.45559 0.07409
C 3.28944 -0.29068 -6.98451
N 2.08725 -1.06123 -6.65018
C 1.48383 -1.79210 -7.74111
P 1.27550 -0.69775 -5.23840
O 1.93758 0.35282 -4.45142
N -0.26489 -0.27318 -5.72640
C -0.40493 0.96388 -6.46892
C -1.27858 -0.41833 -4.68559
N 1.13111 -2.14846 -4.46077
C 1.78500 -2.30519 -3.16814
C 0.49632 -3.31660 -5.02588
H 3.80282 -0.06293 -6.04864
H 3.07403 0.68842 -7.42111
H 3.93886 -0.93538 -7.57269
H 0.40566 -1.66614 -7.80672
H 1.86923 -2.81735 -7.76016
H 1.85026 -1.41071 -8.70464
H -0.01282 1.84131 -5.93341
H 0.11080 0.90870 -7.42816
H -1.46351 1.17507 -6.62184
H -1.32417 -1.41455 -4.26085
H -1.16914 0.37980 -3.93534
H -2.26342 -0.18984 -5.10794
H 2.23704 -3.29576 -3.08222
H 2.51288 -1.51236 -3.01996
H 1.04130 -2.23175 -2.36225
H -0.34243 -3.63215 -4.38757
H 1.22633 -4.12137 -5.13120
H 0.00191 -3.09702 -5.96906
C -0.26772 2.81149 -0.21926
N -0.01876 1.38625 -0.12713
C 0.69351 0.78243 -1.24633
P 0.04031 0.73858 1.40045
O 0.80677 1.58416 2.33455
N -1.51703 0.59293 1.88285
C -2.60856 0.07241 1.07744
C -1.84746 1.01855 3.23836
N 0.71547 -0.76797 1.29483
C 1.75715 -1.14552 2.22362
C 0.20154 -1.87620 0.53357
H 0.20401 3.35732 0.60759
H -1.33149 3.06108 -0.16052
H 0.17606 3.26740 -1.10294
H 1.75552 0.57704 -1.09580
H 0.55126 1.31016 -2.18553
H 0.27350 -0.21598 -1.38509
H -2.89470 -0.92436 1.41388
H -3.46722 0.74304 1.19988
H -2.35786 0.21590 0.02507
H -1.73208 2.09413 3.37646
H -2.89838 0.84112 3.48093
H -1.31511 0.45295 4.00740
H 2.10093 -0.34083 2.86952
H 1.38186 -1.96920 2.84134
H 2.68175 -1.43847 1.70939
H 1.00315 -2.38764 -0.02009
H -0.52803 -1.55957 -0.20606
H -0.18205 -2.67168 1.18962
```